# 1
{"formula": "C4H8BeF12N2O12S4", "method": "ωB97M-V with the def2-TZVPD basis set", "de_lowest_kj_mol": 915.1, "max_force_ev_per_a": 14.64, "total_charge": 0, "homo_lumo_gap_ev": 9.42, "energy_ha": -3975.08283, "lumo_ev": -1.0, "elements": ["Be", "C", "F", "F", "F", "S", "O", "O", "N", "S", "O", "O", "C", "F", "F", "F", "C", "F", "F", "F", "S", "O", "O", "N", "S", "O", "O", "C", "F", "F", "F", "O", "H", "H", "O", "H", "H", "O", "H", "H", "O", "H", "H"], "xyz": [[0.645, -0.108, 0.376], [0.959, 3.760, 0.829], [0.769, 4.687, -0.087], [2.140, 3.158, 0.676], [0.746, 4.317, 1.996], [-0.397, 2.426, 0.674], [-0.301, 1.685, 1.933], [-1.693, 2.947, 0.318], [0.272, 1.346, -0.500], [-0.489, 1.688, -1.864], [-1.798, 1.087, -2.102], [-0.499, 3.171, -2.147], [0.731, 0.783, -3.135], [0.462, 1.222, -4.412], [2.042, 1.020, -2.805], [0.484, -0.567, -3.076], [-2.335, -0.868, 2.602], [-3.331, -0.606, 1.754], [-1.775, 0.247, 3.035], [-2.780, -1.523, 3.608], [-0.950, -1.940, 1.726], [0.238, -1.568, 2.435], [-1.242, -3.322, 1.927], [-0.748, -1.237, 0.102], [-1.587, -2.340, -0.660], [-0.814, -3.426, -1.194], [-2.881, -2.785, -0.030], [-2.098, -1.383, -2.252], [-2.784, -2.281, -3.081], [-2.911, -0.331, -1.956], [-1.050, -0.902, -2.833], [1.870, -1.542, 1.176], [1.459, -2.405, 1.233], [2.803, -1.712, 1.303], [1.551, -1.235, -1.059], [2.436, -1.578, -1.184], [0.977, -1.973, -1.263], [2.487, 0.357, 0.184], [3.040, 0.418, -0.595], [2.949, -0.254, 0.758], [1.183, 0.387, 2.167], [1.106, 1.300, 2.443], [1.113, -0.116, 2.979]], "forces_ev_per_angstrom": [[2.1, -0.3, -0.4], [-1.6, -0.4, -1.5], [0.5, -0.1, -0.2], [-0.4, 0.7, 0.7], [0.8, -0.1, 0.9], [-1.1, -0.8, 0.8], [-3.2, 4.7, -2.7], [1.6, -0.1, 0.2], [-1.5, 1.4, 2.0], [-2.2, 3.8, -4.4], [5.8, 5.5, 0.8], [1.5, -3.8, 0.8], [-0.1, -0.5, -0.2], [0.6, -0.7, 2.3], [-1.4, -0.1, -0.6], [13.0, 5.8, -3.3], [0.3, 0.3, -2.2], [0.5, 0.2, 0.3], [-0.3, -0.3, 0.0], [-0.5, -1.3, 1.3], [-0.4, 0.8, 2.8], [-3.0, -0.9, 1.6], [-0.4, 0.0, -1.0], [-0.6, -1.1, 4.4], [-5.9, -2.2, -3.6], [1.3, 0.3, 0.2], [3.4, 2.2, -1.2], [-3.7, -0.4, 0.9], [1.3, 1.5, 1.4], [-3.4, -6.8, 0.3], [-11.2, -4.7, 1.1], [2.2, -3.0, 0.2], [0.2, -0.4, 0.2], [0.4, -0.5, 0.1], [-0.8, -0.9, -1.9], [0.2, 0.0, 0.1], [-0.3, -0.6, -0.5], [2.1, 2.1, 0.3], [-0.2, 0.5, -0.6], [0.1, 1.0, 0.0], [3.9, -0.4, 1.0], [0.4, -0.1, -0.1], [-0.1, -0.6, -0.3]]}


# 2
{"formula": "C4H8Br2O6S2", "method": "ωB97M-V with the def2-TZVPD basis set", "de_lowest_kj_mol": 67.4, "max_force_ev_per_a": 2.47, "total_charge": 0, "homo_lumo_gap_ev": 9.90, "energy_ha": -6552.96311, "lumo_ev": 0.4, "elements": ["C", "C", "Br", "C", "Br", "O", "S", "O", "O", "S", "C", "O", "O", "H", "H", "H", "H", "H", "H", "O", "H", "H"], "xyz": [[1.803, -1.975, 0.474], [1.873, -0.706, -0.331], [2.727, -0.839, -2.030], [1.377, 0.422, 0.112], [1.462, 2.004, -0.976], [0.790, 0.571, 1.335], [-0.661, -0.222, 1.443], [-0.747, -0.598, 2.804], [-1.820, 0.995, 1.254], [-3.227, 0.523, 0.561], [-3.307, -1.248, 0.354], [-4.337, 0.893, 1.344], [-3.273, 1.112, -0.720], [0.895, -2.507, 0.159], [2.634, -2.644, 0.268], [1.685, -1.771, 1.539], [-4.107, -1.399, -0.371], [-2.402, -1.682, -0.071], [-3.598, -1.764, 1.268], [3.870, 3.311, -2.655], [3.898, 3.614, -3.570], [4.464, 3.910, -2.190]], "forces_ev_per_angstrom": [[-0.6, -0.2, -0.4], [0.8, -1.4, -0.1], [-0.3, -0.1, 0.6], [0.1, 2.1, -1.3], [-0.2, -0.4, 0.8], [-0.9, 0.3, 0.3], [0.2, -0.5, -1.0], [-0.1, -0.1, 1.2], [0.1, -0.6, 0.1], [-1.4, 0.4, -1.3], [0.5, -0.5, 0.2], [-0.3, 0.0, 2.2], [1.3, 0.1, -1.5], [0.1, -0.1, 0.0], [0.1, 0.2, 0.2], [0.3, 0.0, 0.0], [0.0, 0.4, 0.0], [0.0, 0.2, 0.1], [0.2, 0.3, 0.1], [0.1, 0.2, -0.1], [0.0, -0.1, 0.1], [-0.1, -0.1, 0.0]]}


# 3
{"formula": "C4H8BrClN", "method": "ωB97M-V with the def2-TZVPD basis set", "de_lowest_kj_mol": 0.0, "max_force_ev_per_a": 4.70, "total_charge": 1, "homo_lumo_gap_ev": 8.92, "energy_ha": -3245.88796, "lumo_ev": -5.3, "elements": ["C", "C", "C", "C", "N", "Cl", "Br", "H", "H", "H", "H", "H", "H", "H", "H"], "xyz": [[-0.886, -0.681, 0.487], [-1.545, -1.373, -0.523], [-0.290, 1.280, -1.106], [-0.190, 0.572, 0.255], [0.530, 1.047, 1.225], [-2.635, -2.584, -0.172], [3.088, -1.427, -0.248], [-0.849, -1.079, 1.411], [-1.570, -1.027, -1.549], [0.078, 0.548, -1.808], [-1.341, 1.387, -1.197], [0.257, 2.222, -1.045], [3.490, -1.291, 1.014], [0.855, 0.529, 2.088], [1.009, 1.877, 1.168]], "forces_ev_per_angstrom": [[-0.4, 0.4, -4.7], [0.5, 2.2, 1.8], [0.7, -0.6, 2.8], [0.0, -1.2, -0.8], [0.1, -2.3, 1.8], [0.1, -0.6, 0.0], [-1.0, -0.2, -2.7], [-0.1, -1.2, 3.1], [0.2, -0.1, 0.0], [0.3, 0.2, -0.5], [-1.0, 0.6, -0.7], [-0.2, -0.2, -0.5], [0.9, 0.3, 2.7], [-1.3, 0.4, -1.4], [1.1, 2.4, -0.7]]}


# 4
{"formula": "C4H8BrKNO2", "method": "ωB97M-V with the def2-TZVPD basis set", "max_force_ev_per_a": 2.88, "total_charge": 1, "homo_lumo_gap_ev": 10.15, "energy_ha": -3536.20521, "lumo_ev": -3.6, "elements": ["C", "C", "C", "Br", "O", "C", "N", "O", "H", "H", "H", "H", "H", "H", "H", "H", "K"], "xyz": [[-1.309, 1.200, -1.768], [-0.299, 0.443, -0.921], [-0.957, -0.362, 0.139], [-1.659, 0.796, 1.568], [-0.140, -1.379, 0.770], [1.159, -1.070, 0.836], [1.645, -0.239, 1.837], [1.903, -1.530, 0.045], [-0.827, 1.461, -2.697], [-2.162, 0.593, -2.029], [-1.618, 2.120, -1.300], [0.248, -0.231, -1.565], [0.384, 1.165, -0.497], [-1.811, -0.892, -0.229], [2.074, 0.544, 1.352], [0.902, 0.099, 2.446], [2.467, -2.718, 2.013]], "forces_ev_per_angstrom": [[0.3, 0.0, -0.2], [-0.1, 0.2, -0.4], [-0.4, 0.0, 1.2], [0.0, 0.0, -0.1], [-0.5, 0.2, 0.2], [-1.7, 2.2, -0.6], [-1.2, 0.5, 0.1], [1.7, -1.0, -2.1], [0.1, 0.2, -0.3], [-0.4, -0.2, 0.1], [-0.3, 0.2, 0.2], [0.3, -0.3, -0.2], [0.4, 0.1, 0.2], [-0.4, -0.3, -0.1], [0.6, 0.0, 0.5], [0.0, 0.1, -0.1], [1.4, -2.0, 1.5]]}


# 5
{"formula": "C4H8BrN3", "method": "ωB97M-V with the def2-TZVPD basis set", "de_lowest_kj_mol": 200.0, "max_force_ev_per_a": 4.92, "total_charge": 0, "homo_lumo_gap_ev": 8.88, "energy_ha": -2895.34808, "lumo_ev": 0.3, "elements": ["C", "C", "C", "C", "N", "N", "N", "Br", "H", "H", "H", "H", "H", "H", "H", "H"], "xyz": [[-2.132, -1.863, 0.357], [-1.156, -1.308, -0.566], [1.963, 0.329, -2.854], [-0.893, 0.317, 2.696], [-2.078, -1.435, 1.581], [-0.475, -0.512, 0.237], [-1.055, -0.551, 1.547], [2.056, 1.739, -1.298], [-2.920, -2.564, 0.091], [1.201, 0.757, -3.443], [1.566, -0.610, -2.186], [2.965, 0.273, -3.223], [-0.124, 1.009, 2.510], [-1.970, 0.644, 2.859], [-0.696, -0.304, 3.590], [0.197, 0.200, 0.048]], "forces_ev_per_angstrom": [[-0.6, -1.1, -1.7], [0.1, -0.3, -0.2], [-1.0, -1.4, 4.6], [-2.6, -1.6, 0.6], [2.2, 2.0, -0.6], [-2.6, -0.7, 2.4], [0.0, -1.1, 0.1], [0.0, -0.9, -1.0], [0.4, 0.1, 0.0], [-0.5, 0.1, -0.9], [1.2, 2.2, -2.3], [0.2, -0.1, -0.3], [0.6, 1.2, 0.0], [1.7, 0.8, 0.0], [0.4, 0.3, -0.5], [0.6, 0.4, -0.2]]}


# 6
{"formula": "C4H8BrNO", "method": "ωB97M-V with the def2-TZVPD basis set", "de_lowest_kj_mol": 341.8, "max_force_ev_per_a": 4.90, "total_charge": 0, "homo_lumo_gap_ev": [4.46, 4.46], "energy_ha": -2861.09881, "lumo_ev": [-2.3, -2.3], "elements": ["C", "C", "C", "C", "N", "O", "Br", "H", "H", "H", "H", "H", "H", "H", "H"], "xyz": [[-0.037, 0.358, 0.474], [-0.329, 1.609, 1.261], [0.449, -0.839, 1.042], [-0.857, 0.946, -1.744], [-0.135, 0.410, -0.800], [-1.998, 1.614, -1.586], [3.283, -2.812, 0.112], [-0.004, 2.496, 0.702], [-0.140, 1.661, 2.270], [-1.465, 1.635, 1.157], [1.325, -1.096, 0.371], [-0.159, -1.720, 0.982], [0.933, -0.610, 1.959], [-0.519, 0.866, -2.861], [-2.778, 1.431, -2.168]], "forces_ev_per_angstrom": [[-0.2, 1.6, 1.4], [-2.0, 0.1, -3.2], [1.6, -0.4, -0.3], [1.5, -0.9, -1.3], [-2.2, 1.4, -4.2], [-0.9, -0.6, 0.9], [-0.5, 0.5, 0.0], [0.1, -0.2, 0.3], [1.0, -0.3, 2.1], [1.1, 0.1, 0.2], [0.0, -0.5, 0.2], [-0.3, -0.4, 0.1], [-0.2, -0.4, 1.3], [-0.3, 0.0, 2.3], [1.4, 0.0, 0.1]]}


# 7
{"formula": "C4H8BrNO2", "method": "ωB97M-V with the def2-TZVPD basis set", "de_lowest_kj_mol": 22.1, "max_force_ev_per_a": 5.89, "total_charge": 0, "homo_lumo_gap_ev": 10.41, "energy_ha": -2936.44700, "lumo_ev": 0.6, "elements": ["C", "C", "C", "C", "N", "O", "O", "Br", "H", "H", "H", "H", "H", "H", "H", "H"], "xyz": [[0.418, -0.124, 1.455], [-1.031, 1.219, -0.037], [1.216, 0.244, -1.060], [-0.164, -0.057, -0.024], [-0.833, -1.198, -0.301], [1.224, 0.675, 1.828], [-0.029, -1.120, 2.192], [2.320, -1.306, -0.899], [-0.535, 2.196, 0.341], [-1.129, 1.499, -1.062], [-2.055, 1.092, 0.335], [1.643, 1.089, -0.530], [0.823, 0.492, -2.047], [-1.288, -1.050, -1.258], [-0.489, -1.818, 1.701], [-0.091, -1.834, -0.633]], "forces_ev_per_angstrom": [[0.2, 0.0, -2.4], [0.8, 1.4, -0.2], [-3.1, 0.2, 2.9], [3.7, 4.3, 1.5], [-1.7, -2.8, -4.0], [0.0, 0.2, 0.6], [0.2, -0.6, 1.2], [0.3, 0.0, -0.5], [-0.6, -2.1, 0.1], [-0.5, 0.0, -1.2], [0.5, -0.1, 0.3], [0.5, -0.1, -0.4], [0.4, -0.4, 0.0], [0.0, -0.3, 1.8], [-0.2, 0.6, -0.4], [-0.4, -0.5, 0.6]]}


# 8
{"formula": "C4H8Cl2", "method": "ωB97M-V with the def2-TZVPD basis set", "de_lowest_kj_mol": 100.7, "max_force_ev_per_a": 3.38, "total_charge": 0, "homo_lumo_gap_ev": 11.32, "energy_ha": -1077.56625, "lumo_ev": 0.8, "elements": ["C", "C", "C", "C", "H", "H", "H", "H", "H", "H", "H", "H", "Cl", "Cl"], "xyz": [[0.223, -0.073, -1.448], [-0.334, -0.234, -0.015], [0.372, -1.223, 0.889], [-0.614, 1.113, 0.635], [0.775, -0.952, -1.759], [-0.485, 0.099, -2.296], [0.788, 0.808, -1.508], [-1.343, -0.673, -0.156], [0.031, -1.251, 1.922], [0.609, -2.172, 0.477], [-0.749, 0.917, 1.735], [0.302, 1.691, 0.747], [1.994, -0.336, 1.119], [-1.568, 2.284, -0.343]], "forces_ev_per_angstrom": [[-0.9, -0.8, -0.5], [-2.9, -0.5, -1.6], [1.7, 2.8, 0.4], [2.2, 0.2, 1.4], [0.5, 0.0, 0.1], [-0.3, -0.4, 1.2], [1.5, 1.0, 0.1], [0.1, 0.0, 0.1], [-0.5, -0.3, -0.3], [-0.1, -0.7, -0.4], [-1.5, 0.6, -1.0], [0.4, -0.3, -0.4], [0.4, -0.8, 0.3], [-0.5, -0.8, 0.7]]}